Here is a cluster of 2 separate species, C3H11N2 in total in a non-equilibrium geometry from the Open Molecules 2025 dataset. Energies are from wB97M-V/def2-TZVPD.

* energy relative to the best compared isomer or geometry (same formula, charge and spin): 28.7 kcal per mole
* orbital gap: 12.239 eV
* strongest force on any atom: 1.730 eV Å⁻¹

ORCA input file:
```
! wB97M-V def2-TZVPD RIJCOSX def2/J DEFGRID3
* xyz 1 1
C 1.612 -1.803 -1.360
N 1.567 -0.648 -0.831
H 2.180 -2.125 -2.229
H 1.009 -2.559 -0.858
H 0.555 0.312 0.090
H 2.244 -0.040 -1.303
C -1.500 -0.234 -0.026
N -0.425 0.800 0.222
C -0.474 1.417 1.566
H -1.037 -1.187 0.211
H -2.384 0.094 0.506
H -1.648 -0.227 -1.104
H -0.391 1.461 -0.543
H -0.152 0.705 2.324
H -1.456 1.846 1.739
H 0.299 2.189 1.595
*
```


Here is a cluster of 2 separate species, C3H11N2 in total in a non-equilibrium geometry from the Open Molecules 2025 dataset. Energies are from wB97M-V/def2-TZVPD.

* energy relative to the best compared isomer or geometry (same formula, charge and spin): 44.8 kcal per mole
* orbital gap: 11.762 eV
* strongest force on any atom: 2.522 eV Å⁻¹

ORCA input file:
```
! wB97M-V def2-TZVPD RIJCOSX def2/J DEFGRID3
* xyz 1 1
C -0.402 1.252 2.403
N -1.133 0.770 1.478
H -0.791 1.772 3.283
H 0.684 1.247 2.304
H -0.366 0.378 0.121
H -2.050 0.561 1.876
C 1.106 0.337 -1.261
N -0.181 -0.218 -0.816
C -0.119 -1.739 -1.005
H 1.910 -0.008 -0.608
H 1.352 0.269 -2.317
H 1.219 1.412 -1.049
H -1.073 0.053 -1.232
H 0.576 -2.082 -0.247
H 0.373 -1.828 -1.970
H -1.106 -2.174 -0.960
*
```


Here is the ion C3H11N2 with charge +1 in a non-equilibrium geometry from the Open Molecules 2025 dataset. Energies are from wB97M-V/def2-TZVPD.

* energy relative to the best compared isomer or geometry (same formula, charge and spin): 30.1 kcal per mole
* orbital gap: 9.727 eV
* strongest force on any atom: 3.066 eV Å⁻¹

ORCA input file:
```
! wB97M-V def2-TZVPD RIJCOSX def2/J DEFGRID3
* xyz 1 1
C 1.550 -0.041 0.066
C 0.083 0.442 -0.093
N -0.160 0.619 -1.642
C -0.694 -0.730 0.571
N -1.578 -0.151 1.546
H 1.941 -0.932 -0.434
H 1.889 -0.123 1.108
H 2.243 0.669 -0.436
H -0.062 1.480 0.213
H -0.602 1.522 -1.826
H -0.691 -0.151 -2.060
H 0.714 0.624 -2.169
H -1.320 -1.302 -0.133
H 0.040 -1.397 1.014
H -2.198 -0.851 1.941
H -1.156 0.321 2.334
*
```


Here is a cluster of 2 separate species, C3H11N2 in total in a non-equilibrium geometry from the Open Molecules 2025 dataset. Energies are from wB97M-V/def2-TZVPD.

* energy relative to the best compared isomer or geometry (same formula, charge and spin): 22.6 kcal per mole
* orbital gap: 12.129 eV
* strongest force on any atom: 1.361 eV Å⁻¹

ORCA input file:
```
! wB97M-V def2-TZVPD RIJCOSX def2/J DEFGRID3
* xyz 1 1
C 0.337 2.229 -1.805
N -0.379 1.236 -1.479
H -0.043 3.121 -2.297
H 1.397 2.172 -1.569
H -0.346 -0.147 -0.424
H -1.349 1.354 -1.777
C 0.963 -1.532 0.275
N -0.380 -0.865 0.366
C -0.704 -0.344 1.722
H 1.705 -0.761 0.061
H 1.260 -1.886 1.262
H 0.967 -2.321 -0.464
H -1.080 -1.536 0.057
H -0.005 0.459 1.931
H -0.605 -1.165 2.426
H -1.739 -0.014 1.716
*
```


Here is the ion C3H11N2 with charge +1 from the Open Molecules 2025 dataset. Energies are from wB97M-V/def2-TZVPD.

* energy relative to the best compared isomer or geometry (same formula, charge and spin): 12.7 kcal per mole
* orbital gap: 10.361 eV
* strongest force on any atom: 0.863 eV Å⁻¹

ORCA input file:
```
! wB97M-V def2-TZVPD RIJCOSX def2/J DEFGRID3
* xyz 1 1
C 1.827 1.008 -0.491
N 0.372 0.824 -0.460
C -0.168 -0.470 -0.820
C -1.298 -0.853 0.161
N -0.809 -0.508 1.520
H 2.018 2.047 -0.263
H 2.274 0.766 -1.453
H 2.296 0.340 0.223
H -0.119 1.595 -0.911
H 0.629 -1.191 -0.667
H -0.547 -0.542 -1.841
H -1.546 -1.913 0.069
H -2.209 -0.281 -0.007
H -0.239 0.361 1.303
H -1.565 -0.311 2.167
H -0.207 -1.208 1.944
*
```


Here is a cluster of 2 separate species, C3H11N2 in total in a non-equilibrium geometry from the Open Molecules 2025 dataset. Energies are from wB97M-V/def2-TZVPD.

* energy relative to the best compared isomer or geometry (same formula, charge and spin): 42.5 kcal per mole
* orbital gap (spin up / spin down): 12.329 / 8.734 eV
* strongest force on any atom: 3.243 eV Å⁻¹

ORCA input file:
```
! wB97M-V def2-TZVPD RIJCOSX def2/J DEFGRID3
* xyz 2 2
C -2.286 -0.433 -1.315
N -0.962 0.221 -1.511
H -2.218 -1.478 -1.002
H -2.928 0.012 -0.565
H -2.763 -0.525 -2.289
H -0.497 -0.210 -2.283
H -0.342 0.177 -0.681
H -1.110 1.188 -1.798
C 2.215 0.372 0.471
C 0.474 -0.323 2.019
N 0.881 0.109 0.922
H 2.548 -0.230 -0.374
H 2.952 0.260 1.284
H 2.335 1.430 0.201
H -0.573 -0.027 2.207
H 1.022 -0.778 2.844
*
```


Here is a cluster of 2 separate species, C3H11N2O in total in a non-equilibrium geometry from the Open Molecules 2025 dataset. Energies are from wB97M-V/def2-TZVPD.

* energy relative to the best compared isomer or geometry (same formula, charge and spin): 52.2 kcal per mole
* orbital gap: 9.059 eV
* strongest force on any atom: 2.759 eV Å⁻¹

ORCA input file:
```
! wB97M-V def2-TZVPD RIJCOSX def2/J DEFGRID3
* xyz 1 1
C -1.782 -0.584 1.385
C -0.770 -0.122 0.399
C -0.913 0.474 -0.813
N -1.479 -0.023 -1.930
N 0.563 0.116 1.015
H -2.824 -0.563 1.101
H -1.575 -1.622 1.667
H -1.714 -0.025 2.321
H -0.268 1.298 -1.125
H -2.212 -0.712 -1.877
H -1.338 0.396 -2.832
H 0.587 0.860 1.729
H 1.042 -0.657 1.468
H 1.139 0.559 0.293
H 3.983 0.719 0.138
H 3.720 -0.700 -0.538
O 3.318 0.083 -0.157
*
```


Here is a cluster of 2 separate species, C3H11N2O in total in a non-equilibrium geometry from the Open Molecules 2025 dataset. Energies are from wB97M-V/def2-TZVPD.

* energy relative to the best compared isomer or geometry (same formula, charge and spin): 33.8 kcal per mole
* orbital gap: 11.596 eV
* strongest force on any atom: 3.316 eV Å⁻¹

ORCA input file:
```
! wB97M-V def2-TZVPD RIJCOSX def2/J DEFGRID3
* xyz 1 1
C -1.188 -0.208 -1.322
C -0.810 -1.428 -0.531
N 0.616 -1.249 0.009
C 0.947 -0.236 0.847
N 2.166 0.193 1.173
H -0.466 0.535 -1.484
H -1.601 -0.464 -2.302
H -2.024 0.289 -0.827
H -1.442 -1.443 0.330
H -0.846 -2.344 -1.087
H 1.378 -1.500 -0.589
H 0.019 0.203 1.302
H 3.046 -0.201 0.808
H 2.402 1.078 1.785
H -0.650 2.538 -0.120
H -0.987 2.312 1.373
O -0.560 1.925 0.634
*
```


Here is a cluster of 2 separate species, C3H11N2O in total in a non-equilibrium geometry from the Open Molecules 2025 dataset. Energies are from wB97M-V/def2-TZVPD.

* energy relative to the best compared isomer or geometry (same formula, charge and spin): 36.7 kcal per mole
* orbital gap: 11.003 eV
* strongest force on any atom: 4.144 eV Å⁻¹

ORCA input file:
```
! wB97M-V def2-TZVPD RIJCOSX def2/J DEFGRID3
* xyz 1 1
C -0.417 -1.281 -1.433
C 0.037 -1.500 0.062
N 1.141 -0.637 0.449
C 0.951 0.671 0.646
N 2.064 1.277 1.092
H 0.479 -1.242 -2.100
H -1.031 -2.132 -1.908
H -0.985 -0.358 -1.603
H -0.790 -1.303 0.747
H 0.382 -2.543 0.234
H 2.050 -1.155 0.320
H -0.169 1.070 0.481
H 2.894 0.815 1.372
H 2.205 2.255 1.068
H -3.081 2.540 0.700
H -3.179 1.506 -0.325
O -2.552 2.016 0.196
*
```


Here is a cluster of 2 separate species, C3H11N2O in total in a non-equilibrium geometry from the Open Molecules 2025 dataset. Energies are from wB97M-V/def2-TZVPD.

* energy relative to the best compared isomer or geometry (same formula, charge and spin): 4.5 kcal per mole
* orbital gap: 10.860 eV
* strongest force on any atom: 1.414 eV Å⁻¹

ORCA input file:
```
! wB97M-V def2-TZVPD RIJCOSX def2/J DEFGRID3
* xyz 1 1
C 2.116 -0.483 1.383
C 0.994 -1.236 0.691
O 0.389 -0.802 -0.286
N 0.827 -2.488 1.124
H 1.871 0.579 1.312
H 3.052 -0.748 0.883
H 0.133 -3.141 0.790
H 1.195 -2.686 2.043
H 2.197 -0.682 2.454
C -2.154 1.971 -1.123
N -1.057 0.998 -1.451
H -0.669 1.234 -2.373
H -0.233 0.943 -0.835
H -1.446 0.062 -1.525
H -2.385 1.852 -0.067
H -3.006 1.659 -1.690
H -1.823 2.968 -1.330
*
```


Here is a cluster of 2 separate species, C3H11N2O2 in total from the Open Molecules 2025 dataset. Energies are from wB97M-V/def2-TZVPD.

* energy relative to the best compared isomer or geometry (same formula, charge and spin): 11.3 kcal per mole
* orbital gap: 6.829 eV
* strongest force on any atom: 0.760 eV Å⁻¹

ORCA input file:
```
! wB97M-V def2-TZVPD RIJCOSX def2/J DEFGRID3
* xyz -1 1
C -0.487 -1.324 -0.839
O -1.074 -2.582 -0.454
C -1.617 -0.335 -1.044
N -1.086 0.924 -1.556
H 0.173 -0.942 -0.068
H 0.071 -1.442 -1.778
H -0.381 -3.116 -0.069
H -2.341 -0.773 -1.741
H -2.121 -0.238 -0.072
H -0.564 1.416 -0.779
H -1.847 1.526 -1.840
N 1.826 0.258 2.018
C 1.522 1.275 0.952
O 0.204 1.495 0.849
H 1.017 0.265 2.626
H 2.629 0.529 2.576
H 2.098 2.199 1.202
H 1.978 0.864 0.018
*
```


Here is a cluster of 2 separate species, C3H11N2O2 in total in a non-equilibrium geometry from the Open Molecules 2025 dataset. Energies are from wB97M-V/def2-TZVPD.

* energy relative to the best compared isomer or geometry (same formula, charge and spin): 149.1 kcal per mole
* orbital gap: 6.756 eV
* strongest force on any atom: 3.426 eV Å⁻¹

ORCA input file:
```
! wB97M-V def2-TZVPD RIJCOSX def2/J DEFGRID3
* xyz 1 1
N 0.428 -1.021 1.951
C 0.953 0.034 1.164
C 0.557 0.039 -0.392
N 1.391 0.709 -1.227
C 0.776 1.647 -2.186
O -0.659 -0.178 -0.643
H -0.584 -1.049 2.045
H 0.279 -1.151 -0.592
H 0.825 -1.936 1.781
H 2.034 0.055 1.267
H 0.553 0.960 1.603
H 2.019 0.051 -1.693
H 0.069 2.291 -1.662
H 1.584 2.156 -2.701
H 0.209 1.121 -2.959
H -2.310 -0.356 0.449
H -3.551 -1.121 0.997
O -2.614 -0.940 1.158
*
```